Formula: C31H50P2V
Source: the Open Molecules 2025 dataset
Level of theory: ωB97M-V/def2-TZVPD

Computed properties:
HOMO energy (alpha / beta) = -9.85 / -9.82 eV
Spin multiplicity = 3
Total charge = +1
LUMO energy (alpha / beta) = -2.68 / -2.37 eV
Energy relative to the best compared isomer or geometry (same formula, charge and spin) = 0.0 kJ/mol
Kohn-Sham gap (alpha / beta) = 0.264 / 0.274 Eh

Structure (XYZ):
```
84
Properties=species:S:1:pos:R:3:forces:R:3
V -0.1077 -0.2689 0.9295 2.45 -1.16 2.43
C -1.3523 0.1227 2.6953 0.01 -0.76 0.30
C -1.6805 -1.1707 2.1281 0.55 0.42 1.01
C 0.4585 -1.2748 3.0145 -0.85 -0.24 -0.23
C -0.0360 0.0376 3.2481 -0.93 -0.53 -0.13
C -0.5455 -2.0201 2.3140 -0.03 0.66 0.81
C -2.2718 1.2836 2.8859 -0.22 0.36 0.16
H -3.2282 1.1373 2.3650 0.27 0.12 0.16
H -1.8165 2.2245 2.5356 -0.22 -0.25 0.11
H -2.4930 1.4189 3.9578 -0.01 -0.03 -0.34
C 0.5648 1.0408 4.1640 0.33 0.26 -0.06
H 0.2223 2.0510 3.9270 0.07 -0.03 0.05
H 1.6532 1.0218 4.1046 -0.15 0.06 0.08
H 0.2937 0.8312 5.2073 -0.09 -0.04 -0.21
C 1.6783 -1.8635 3.6337 0.54 -0.03 -0.05
H 1.4745 -2.2115 4.6618 -0.08 0.10 -0.37
H 2.4866 -1.1243 3.6918 -0.20 -0.29 0.04
H 2.0476 -2.7276 3.0593 -0.06 0.27 0.20
C -0.5048 -3.4935 2.0871 0.01 -0.30 -0.07
H -0.6292 -4.0271 3.0429 0.01 0.14 -0.26
H 0.4544 -3.8199 1.6645 -0.26 -0.01 0.08
H -1.3153 -3.8150 1.4238 0.18 -0.02 0.10
C -3.0300 -1.6350 1.6956 -0.22 -0.21 -0.13
H -3.4489 -2.3109 2.4550 0.05 0.17 -0.18
H -2.9800 -2.2023 0.7578 -0.17 0.06 0.08
H -3.7255 -0.7997 1.5732 0.07 -0.20 -0.05
C -1.0920 2.3529 -3.5727 -1.73 1.01 -0.10
C -2.3244 2.3753 -3.0078 0.94 1.06 -1.91
C -3.5352 1.7646 -3.6646 -0.49 -0.19 0.11
C -3.2942 0.3560 -4.2563 -0.44 0.37 -0.08
C -2.2813 -0.4888 -3.5026 -0.04 -0.76 -1.39
C -1.0154 -0.6357 -3.9238 -1.09 -0.37 -1.25
C -0.3474 0.2765 -4.9414 0.11 -0.11 -0.11
C -0.7973 1.7625 -4.9290 0.40 -0.09 -0.41
H -3.9258 2.4180 -4.4700 0.25 -0.12 0.40
H -3.0238 0.4583 -5.3259 0.03 -0.27 0.69
H -4.3466 1.7072 -2.9215 0.20 0.03 -0.18
H -1.6427 1.8936 -5.6265 0.27 0.06 0.50
H -0.2939 2.9696 -3.1646 -0.20 -0.14 0.16
H -2.5536 3.0713 -2.2065 0.20 -0.27 0.15
H 0.0339 2.3476 -5.3643 -0.38 -0.23 0.13
H 0.7430 0.2453 -4.7745 -0.33 -0.08 0.01
H -0.4752 -1.5614 -3.7320 0.04 0.44 0.59
H -0.4921 -0.1099 -5.9689 0.04 0.01 0.44
H -4.2678 -0.1741 -4.2550 0.55 0.14 0.02
H -2.7212 -1.1701 -2.7739 0.28 -0.07 -0.16
P -0.6679 1.3795 -0.4980 1.10 -1.08 0.55
P 0.8146 -1.8516 -0.7147 -0.58 2.05 1.08
C 0.4403 0.7742 -1.8481 -0.66 0.46 -1.00
C 1.3137 -0.4872 -1.8572 0.22 -0.79 -0.25
H 1.0288 1.6322 -2.1863 -0.03 -0.16 0.07
H -0.3519 0.6126 -2.5792 0.66 0.12 -0.09
H 1.3013 -0.9421 -2.8604 0.14 0.54 0.04
H 2.3598 -0.2329 -1.6447 -0.28 -0.20 0.14
C 2.2625 -2.8601 -0.4496 0.63 -0.80 -0.13
H 2.2431 -3.3036 0.5590 0.04 0.16 -0.43
H 3.1787 -2.2596 -0.5498 -0.36 -0.20 0.02
H 2.2760 -3.6694 -1.1978 0.20 0.19 0.28
C -0.4515 -2.9012 -1.4573 -0.01 -0.38 -0.58
H -0.1261 -3.2197 -2.4552 -0.24 -0.17 0.15
H -1.4190 -2.3842 -1.5357 0.39 -0.10 0.01
H -0.5911 -3.7877 -0.8233 0.10 0.24 -0.16
C -0.5885 3.1269 -0.2989 -0.25 1.27 -0.14
H -1.0992 3.4026 0.6392 0.17 -0.08 -0.38
H -1.0666 3.6336 -1.1445 0.27 0.18 0.37
H 0.4656 3.4390 -0.2264 -0.35 -0.21 -0.01
C -2.3568 0.7023 -0.6103 -0.43 0.28 -0.91
H -2.4326 -0.3633 -0.3540 0.32 0.19 0.15
H -2.7152 0.7926 -1.6333 -0.18 -0.14 0.37
H -3.0267 1.2672 0.0467 0.26 -0.07 0.02
C 1.9705 0.9340 1.0647 -1.33 -0.45 -0.31
C 3.1483 0.8065 1.9562 0.39 0.11 0.26
C 3.9875 -0.3224 1.9079 0.12 0.36 0.24
C 5.0768 -0.4444 2.7763 -0.03 0.24 0.01
C 5.3692 0.5749 3.6960 -0.30 0.07 -0.27
C 4.5810 1.7370 3.7123 -0.07 -0.40 -0.26
C 3.4904 1.8567 2.8430 0.39 -0.78 -0.03
H 2.2974 0.9300 0.0186 -0.13 0.25 0.17
H 1.3971 1.8433 1.3011 0.52 0.07 -0.18
H 3.7630 -1.1151 1.1873 0.07 0.22 0.35
H 5.7003 -1.3431 2.7418 -0.20 0.34 0.01
H 6.2137 0.4741 4.3787 -0.25 0.02 -0.20
H 4.8122 2.5467 4.4046 -0.02 -0.20 -0.18
H 2.8856 2.7584 2.8503 0.04 -0.07 0.02
```
Forces are in eV/Å.

=====

Formula: HPS2
Source: the Open Molecules 2025 dataset
Level of theory: ωB97M-V/def2-TZVPD

Computed properties:
HOMO energy (alpha / beta) = -8.68 / -8.67 eV
LUMO energy (alpha / beta) = -2.39 / -2.67 eV
Energy relative to the best compared isomer or geometry (same formula, charge and spin) = 331.1 kJ/mol
Kohn-Sham gap (alpha / beta) = 0.231 / 0.221 Eh
SMILES = P#[SH]=S

Structure (XYZ):
```
4
Properties=species:S:1:pos:R:3:forces:R:3
P -1.2465 1.9295 -0.1863 0.79 0.51 0.00
S 0.5361 0.9251 0.4120 0.84 -0.73 -0.64
S 2.6717 0.5971 -0.1893 -2.26 0.70 0.32
H -0.1959 -0.0038 -0.2624 0.63 -0.48 0.32
```
Forces are in eV/Å.

=====

Formula: C5H11NO2Pb2
Source: the Open Molecules 2025 dataset
Level of theory: ωB97M-V/def2-TZVPD

Computed properties:
HOMO energy = -16.51 eV
Total charge = +2
LUMO energy = -9.39 eV
Kohn-Sham gap = 0.261 Eh

Structure (XYZ):
```
21
Properties=species:S:1:pos:R:3:forces:R:3
Pb 2.1327 -4.0069 1.7602 -2.07 2.01 0.37
Pb -0.9049 -1.7079 3.0217 1.50 -0.47 -2.23
O -0.2780 -3.9334 2.3357 0.96 1.23 0.81
H -0.6683 -4.4811 3.0444 0.33 -0.27 -0.54
C 2.2577 -0.4580 1.4694 0.03 0.26 -0.77
O 1.4359 -1.5070 1.9295 -1.12 -2.77 1.09
H 1.6855 0.4490 1.2746 -0.16 0.12 0.50
H 3.0902 -0.2438 2.1395 -0.04 0.01 -0.02
H 2.6052 -0.7166 0.4691 0.49 -0.07 -0.02
C -2.1115 2.2213 -1.6494 1.76 -0.54 0.56
C -0.6116 1.9010 -2.0835 -2.85 0.20 -0.12
C 0.0343 0.7644 -1.2106 0.26 1.39 -0.97
C -0.8072 -0.1887 -0.3977 2.28 2.20 -2.47
N -1.3292 -1.0250 0.1668 -0.81 -1.24 2.08
H -1.9887 2.5467 -0.6164 -0.50 0.57 0.05
H -2.7124 1.3156 -1.5663 -0.01 -0.10 -0.44
H -2.6213 2.9573 -2.2711 0.24 -0.05 0.15
H -0.0428 2.8304 -2.0555 0.21 -0.23 0.47
H -0.6336 1.6497 -3.1439 0.15 -0.49 0.11
H 0.7922 1.2966 -0.6357 -0.40 -0.37 0.93
H 0.6760 0.3366 -1.9809 -0.25 -1.40 0.44
```
Forces are in eV/Å.